Entry 1:
{"formula": "C36H50B2N6O2V", "method": "the ωB97M-V functional and the def2-TZVPD basis", "homo_lumo_gap_ev": 6.005, "charge": 5, "e_lumo_ev": -12.814, "elements": ["O", "V", "O", "B", "H", "H", "H", "H", "B", "H", "H", "H", "H", "C", "N", "C", "C", "C", "C", "C", "C", "C", "C", "N", "C", "C", "C", "H", "H", "H", "H", "H", "H", "H", "H", "H", "H", "H", "H", "H", "H", "C", "N", "C", "C", "C", "C", "C", "C", "C", "C", "N", "C", "C", "C", "H", "H", "H", "H", "H", "H", "H", "H", "H", "H", "H", "H", "H", "H", "C", "N", "C", "C", "C", "C", "C", "C", "C", "C", "N", "C", "C", "C", "H", "H", "H", "H", "H", "H", "H", "H", "H", "H", "H", "H", "H", "H"], "xyz": [[-0.64, -0.96, -4.32], [-1.13, 0.51, -3.80], [-0.67, 0.68, -2.30], [-0.49, 2.12, -5.27], [-1.16, 2.64, -4.60], [-1.11, 1.36, -5.73], [0.06, 2.70, -5.99], [0.27, 1.60, -4.71], [-3.43, 0.65, -3.60], [-4.50, 0.74, -3.59], [-3.14, -0.20, -3.00], [-3.19, 0.28, -4.59], [-2.90, 1.56, -3.37], [0.15, 6.21, 5.20], [-0.60, 5.18, 4.48], [-1.39, 4.31, 5.12], [-2.20, 3.44, 4.34], [-2.04, 3.45, 2.98], [-1.15, 4.38, 2.40], [-0.46, 5.23, 3.18], [-2.87, 2.47, 2.12], [-2.39, 1.90, 0.95], [-3.20, 1.12, 0.13], [-4.48, 0.86, 0.50], [-4.99, 1.36, 1.70], [-4.17, 2.14, 2.52], [-5.27, -0.07, -0.37], [-0.31, 6.29, 6.19], [0.14, 7.13, 4.61], [1.18, 5.89, 5.34], [-1.44, 4.42, 6.19], [-2.99, 2.86, 4.79], [-1.12, 4.46, 1.32], [0.21, 6.00, 2.86], [-1.36, 2.09, 0.69], [-2.82, 0.70, -0.78], [-6.02, 1.18, 1.96], [-4.68, 2.59, 3.36], [-4.88, -0.08, -1.39], [-6.34, 0.16, -0.37], [-5.18, -1.09, -0.01], [3.15, -6.00, -7.54], [2.35, -5.75, -6.27], [2.26, -6.71, -5.34], [1.38, -6.56, -4.26], [0.63, -5.38, -4.11], [0.68, -4.47, -5.13], [1.61, -4.63, -6.20], [-0.36, -5.14, -3.01], [-0.29, -3.97, -2.26], [-1.09, -3.84, -1.12], [-2.13, -4.70, -0.94], [-2.18, -5.86, -1.59], [-1.32, -6.07, -2.65], [-2.98, -4.44, 0.26], [3.50, -5.05, -7.95], [2.42, -6.45, -8.22], [3.97, -6.67, -7.33], [2.92, -7.53, -5.61], [1.49, -7.38, -3.56], [0.18, -3.52, -4.99], [1.59, -3.90, -6.99], [0.52, -3.28, -2.42], [-1.07, -3.00, -0.45], [-2.70, -6.71, -1.19], [-1.35, -7.04, -3.14], [-3.09, -3.38, 0.43], [-2.40, -4.92, 1.06], [-3.90, -4.99, 0.05], [2.30, 2.23, -1.76], [2.48, 2.11, -0.37], [2.91, 3.26, 0.27], [3.07, 3.16, 1.64], [2.92, 1.93, 2.35], [2.50, 0.78, 1.58], [2.35, 0.87, 0.18], [3.20, 1.88, 3.86], [2.28, 1.25, 4.72], [2.63, 0.91, 6.04], [3.79, 1.35, 6.50], [4.71, 2.06, 5.76], [4.40, 2.38, 4.40], [4.25, 0.90, 7.82], [1.91, 1.39, -2.34], [3.30, 2.26, -2.20], [1.74, 3.13, -2.03], [3.00, 4.16, -0.31], [3.34, 4.11, 2.08], [2.38, -0.16, 2.10], [2.11, 0.07, -0.50], [1.37, 0.87, 4.28], [1.99, 0.48, 6.79], [5.59, 2.36, 6.30], [5.08, 2.98, 3.80], [4.70, 1.78, 8.28], [5.09, 0.24, 7.59], [3.55, 0.38, 8.47]]}


Entry 2:
{"formula": "C36H50BiBrFN4OS2Si", "method": "the ωB97M-V functional and the def2-TZVPD basis", "homo_lumo_gap_ev": 6.347, "charge": -1, "e_lumo_ev": 2.147, "elements": ["Bi", "C", "S", "C", "S", "N", "N", "C", "C", "C", "C", "C", "C", "N", "H", "H", "H", "H", "H", "H", "H", "H", "C", "C", "C", "C", "C", "C", "C", "C", "C", "C", "C", "C", "N", "C", "C", "C", "C", "C", "C", "F", "H", "H", "H", "H", "H", "H", "H", "H", "H", "H", "H", "H", "H", "H", "H", "H", "H", "H", "H", "H", "H", "Br", "C", "Si", "C", "C", "C", "C", "C", "C", "C", "C", "H", "H", "H", "H", "H", "H", "H", "H", "H", "H", "H", "H", "H", "H", "H", "H", "H", "H", "H", "H", "H", "O", "C"], "xyz": [[0.20, 0.94, 0.29], [-4.18, -2.13, 3.19], [-4.41, -1.28, 1.62], [-2.90, -0.31, 1.69], [-1.44, -1.12, 1.15], [-3.02, 0.84, 2.23], [-1.81, 1.54, 2.34], [-1.68, 2.15, 3.44], [-0.46, 2.90, 3.76], [-0.48, 3.84, 4.79], [0.68, 4.54, 5.07], [1.81, 4.28, 4.31], [1.73, 3.33, 3.31], [0.63, 2.64, 3.04], [-5.03, -2.81, 3.31], [-4.18, -1.42, 4.01], [-3.26, -2.71, 3.19], [-2.48, 2.13, 4.18], [-1.39, 4.01, 5.35], [0.70, 5.28, 5.86], [2.74, 4.81, 4.49], [2.59, 3.11, 2.68], [3.27, -0.79, 3.90], [1.89, -0.74, 3.25], [0.80, -0.48, 4.29], [1.61, -2.01, 2.46], [1.40, -3.20, 3.14], [1.14, -4.38, 2.46], [1.06, -4.37, 1.08], [1.26, -3.19, 0.36], [1.18, -3.23, -1.15], [2.41, -3.90, -1.77], [-0.09, -3.94, -1.62], [1.56, -2.00, 1.05], [1.81, -0.81, 0.34], [3.12, -0.61, -0.01], [4.18, -1.48, 0.31], [5.49, -1.22, -0.06], [5.83, -0.08, -0.77], [4.81, 0.82, -1.09], [3.52, 0.54, -0.72], [2.56, 1.44, -1.05], [3.47, 0.15, 4.42], [4.05, -0.95, 3.15], [3.33, -1.60, 4.63], [1.88, 0.09, 2.54], [0.78, -1.27, 5.05], [-0.18, -0.43, 3.82], [0.99, 0.47, 4.80], [1.44, -3.21, 4.22], [0.98, -5.30, 3.01], [0.84, -5.29, 0.55], [1.15, -2.20, -1.50], [2.49, -4.94, -1.44], [3.32, -3.38, -1.49], [2.34, -3.90, -2.86], [-0.02, -5.02, -1.47], [-0.25, -3.77, -2.69], [-0.98, -3.59, -1.08], [3.97, -2.39, 0.86], [6.26, -1.93, 0.21], [6.85, 0.13, -1.06], [5.00, 1.73, -1.64], [0.31, 4.00, -0.13], [-3.02, 2.66, -1.54], [-1.92, 1.52, -2.56], [-2.94, -0.06, -3.03], [-3.97, -0.35, -1.94], [-1.87, -1.13, -3.01], [-3.64, -0.08, -4.39], [-1.28, 2.50, -4.07], [-0.42, 1.61, -4.98], [-0.37, 3.60, -3.52], [-2.40, 3.15, -4.89], [-3.83, 3.09, -2.13], [-2.43, 3.47, -1.12], [-3.47, 2.12, -0.70], [-3.52, -0.36, -0.95], [-4.44, -1.33, -2.10], [-4.76, 0.41, -1.93], [-1.40, -1.21, -1.02], [-1.22, -1.08, -3.89], [-2.26, -2.15, -2.89], [-4.42, 0.69, -4.44], [-4.13, -1.05, -4.56], [-2.95, 0.10, -5.22], [0.38, 1.15, -4.42], [0.02, 2.22, -5.78], [-1.00, 0.82, -5.46], [0.44, 3.19, -2.91], [-0.90, 4.31, -2.88], [0.08, 4.16, -4.35], [-3.00, 2.42, -5.42], [-1.97, 3.83, -5.63], [-3.07, 3.75, -4.26], [-0.97, -0.92, -1.88], [-0.54, 0.58, -1.74]]}


Entry 3:
{"formula": "C36H50IrN5O5P2S3", "method": "the ωB97M-V functional and the def2-TZVPD basis", "homo_lumo_gap_ev": [5.572, 5.515], "charge": 1, "spin_multiplicity": 6, "e_lumo_ev": [-2.538, -4.210], "elements": ["Ir", "C", "P", "C", "C", "C", "P", "C", "C", "H", "H", "H", "H", "H", "H", "H", "H", "H", "H", "H", "H", "H", "H", "H", "H", "S", "C", "C", "C", "N", "C", "C", "C", "C", "C", "N", "C", "C", "H", "H", "H", "H", "H", "H", "H", "H", "C", "C", "C", "N", "C", "S", "N", "C", "O", "C", "C", "C", "C", "C", "C", "H", "H", "H", "H", "H", "H", "H", "H", "H", "H", "H", "H", "H", "H", "O", "S", "O", "O", "O", "C", "N", "C", "C", "C", "C", "C", "C", "C", "C", "H", "H", "H", "H", "H", "H", "H", "H", "H", "H", "H", "H"], "xyz": [[-0.01, 0.30, 0.36], [-2.13, 2.65, 2.02], [-0.40, 2.69, 1.43], [-0.29, 4.42, 0.86], [0.46, 2.74, 3.05], [0.19, 1.41, 3.76], [0.71, 0.02, 2.69], [0.01, -1.45, 3.51], [2.47, -0.05, 3.14], [-2.23, 3.30, 2.90], [-2.44, 1.64, 2.28], [-2.79, 3.03, 1.24], [-0.49, 5.09, 1.70], [-1.03, 4.60, 0.08], [0.70, 4.64, 0.45], [0.09, 3.58, 3.63], [1.53, 2.88, 2.89], [-0.88, 1.30, 3.98], [0.72, 1.35, 4.71], [0.38, -1.52, 4.53], [0.30, -2.34, 2.95], [-1.08, -1.38, 3.51], [2.57, 0.14, 4.21], [3.04, 0.70, 2.58], [2.87, -1.04, 2.91], [-4.50, 4.66, -2.92], [-3.47, 3.41, -2.16], [-2.07, 3.41, -2.40], [-1.26, 2.57, -1.62], [-1.72, 1.65, -0.81], [-3.13, 1.34, -0.89], [-3.99, 2.47, -1.34], [-5.07, 3.64, -4.28], [-6.22, 2.88, -4.16], [-6.57, 2.05, -5.21], [-5.86, 1.95, -6.34], [-4.77, 2.70, -6.45], [-4.33, 3.57, -5.45], [-1.63, 4.14, -3.07], [-0.18, 2.69, -1.65], [-3.48, 0.95, 0.07], [-5.03, 2.47, -1.06], [-6.83, 2.93, -3.27], [-7.46, 1.43, -5.16], [-4.22, 2.62, -7.38], [-3.44, 4.17, -5.58], [7.79, -2.06, -1.28], [6.35, -2.08, -0.79], [5.84, -0.66, -0.54], [4.52, -0.66, 0.11], [3.35, -0.88, -0.48], [2.05, -1.57, 0.36], [3.20, -0.55, -1.80], [3.76, 0.53, -2.52], [3.92, 0.44, -3.71], [4.03, 1.79, -1.76], [5.02, 2.65, -2.23], [5.25, 3.86, -1.60], [4.49, 4.22, -0.50], [3.49, 3.37, -0.03], [3.26, 2.16, -0.66], [8.13, -3.07, -1.50], [8.46, -1.64, -0.52], [7.89, -1.46, -2.18], [6.27, -2.65, 0.14], [5.70, -2.56, -1.52], [5.79, -0.12, -1.47], [6.52, -0.12, 0.12], [4.52, -0.99, 1.07], [2.51, -1.11, -2.30], [5.59, 2.35, -3.10], [6.02, 4.52, -1.97], [4.67, 5.17, 0.00], [2.89, 3.66, 0.83], [2.46, 1.52, -0.32], [-0.97, -2.41, 0.37], [-1.03, -2.85, -1.01], [-0.77, -4.19, -1.36], [-0.09, -1.87, -1.78], [-2.40, -2.33, -1.60], [1.17, -2.32, -4.70], [0.73, -1.00, -5.09], [-0.13, -0.91, -6.25], [0.57, -0.02, -4.05], [-0.73, -0.05, -3.29], [-1.88, 0.55, -3.86], [-3.12, 0.54, -3.29], [-3.29, 0.09, -1.89], [-2.21, -0.86, -1.41], [-0.84, -0.62, -2.00], [1.26, -2.95, -5.58], [0.50, -2.82, -3.99], [2.17, -2.25, -4.24], [0.32, -1.45, -7.08], [-0.23, 0.14, -6.54], [-1.14, -1.31, -6.09], [0.69, 0.97, -4.50], [1.39, -0.16, -3.35], [-1.77, 0.98, -4.85], [-3.98, 0.94, -3.81], [-4.28, -0.32, -1.67], [-2.20, -0.78, -0.33]]}


| no. | energy (eV) |
| --- | --- |
| 1 | -78163.753 |
| 2 | -154300.299 |
| 3 | -109742.465 |